Record 1
{
  "formula": "C5H12N2",
  "method": "the ωB97M-V functional and the def2-TZVPD basis",
  "symbols": ["C", "C", "C", "C", "C", "N", "N", "H", "H", "H", "H", "H", "H", "H", "H", "H", "H", "H", "H"],
  "positions_angstrom": [[0.4652, 0.0937, -1.3823], [-1.1684, 0.1798, -0.1444], [0.3482, 0.7908, -0.0155], [-1.8946, -0.3628, 1.0661], [1.1243, 0.3567, 1.2196], [-0.5390, -0.8811, -0.9753], [1.8049, -0.5154, -1.4724], [-1.1058, -1.2302, -1.7446], [0.2003, 0.7123, -2.2461], [-1.8294, 0.8395, -0.7245], [0.3758, 1.8845, -0.0947], [1.9457, -1.2697, -0.8055], [2.5867, 0.1332, -1.4525], [-1.2747, -1.0392, 1.6627], [-2.2160, 0.4595, 1.7137], [-2.7924, -0.9168, 0.7681], [1.1227, -0.7304, 1.3446], [0.6841, 0.7969, 2.1202], [2.1622, 0.6987, 1.1630]],
  "nbo_charge": [0.108, -0.040, -0.223, -0.625, -0.626, -0.631, -0.869, 0.356, 0.176, 0.172, 0.195, 0.371, 0.359, 0.213, 0.208, 0.211, 0.213, 0.218, 0.213],
  "e_above_lowest_kcal_mol": 32.73,
  "charge": 0,
  "total_energy_ev": -8358.717
}

***

Record 2
{
  "formula": "C5H12N2",
  "method": "the ωB97M-V functional and the def2-TZVPD basis",
  "symbols": ["C", "C", "C", "C", "N", "C", "N", "H", "H", "H", "H", "H", "H", "H", "H", "H", "H", "H", "H"],
  "positions_angstrom": [[0.0645, -0.4581, -0.5638], [1.3315, -1.2275, -0.2873], [2.0134, 0.0733, 0.9388], [2.5079, 1.0688, 0.2692], [-1.0744, -0.8959, 0.2719], [-2.3327, -0.2894, -0.0638], [-2.3479, 1.1579, -0.0499], [0.1723, 0.6103, -0.3823], [-0.3418, -0.5116, -1.5878], [2.3095, -1.2660, -0.7432], [1.2593, -1.9429, 0.5279], [2.0070, -0.6181, 1.7566], [2.9516, 1.9952, 0.6516], [2.6978, 1.1392, -0.8045], [-0.7793, -0.7633, 1.2342], [-2.5154, -0.6461, -1.0933], [-3.1105, -0.7407, 0.5482], [-1.6020, 1.6491, -0.5078], [-3.2109, 1.6658, -0.1148]],
  "nbo_charge": [-0.252, -0.431, -0.181, -0.434, -0.619, -0.040, -0.896, 0.174, 0.188, 0.236, 0.201, 0.234, 0.196, 0.199, 0.348, 0.145, 0.192, 0.367, 0.374],
  "e_above_lowest_kcal_mol": 106.57,
  "charge": 0,
  "total_energy_ev": -8355.515
}

***

Record 3
{
  "formula": "C5H12N2",
  "method": "the ωB97M-V functional and the def2-TZVPD basis",
  "symbols": ["C", "C", "C", "C", "N", "C", "N", "H", "H", "H", "H", "H", "H", "H", "H", "H", "H", "H", "H"],
  "positions_angstrom": [[-1.0843, 0.1518, 2.2895], [-0.4306, -1.1141, 1.7619], [1.0160, -0.7455, 1.2219], [0.9915, -0.8163, -0.3097], [0.5857, 0.5100, -0.8096], [-0.3372, 0.6103, -1.6884], [-0.5002, 1.4902, -2.7025], [-0.5453, 0.6154, 3.1317], [-2.1258, 0.2144, 2.6552], [-0.9937, 0.9171, 1.4806], [-1.0091, -1.6019, 0.9536], [-0.3991, -1.8096, 2.6035], [1.2299, 0.2925, 1.5222], [1.6832, -1.4830, 1.6703], [1.9707, -1.1480, -0.6719], [0.3893, -1.6490, -0.6443], [-0.9956, -0.2481, -1.6150], [0.1051, 2.2859, -2.8580], [-0.8141, 1.1052, -3.5955]],
  "nbo_charge": [-0.623, -0.399, -0.407, -0.227, -0.527, 0.294, -0.822, 0.201, 0.209, 0.207, 0.191, 0.197, 0.221, 0.203, 0.196, 0.161, 0.134, 0.396, 0.395],
  "e_above_lowest_kcal_mol": 37.67,
  "charge": 0,
  "smiles": "CCCC/N=C/N",
  "total_energy_ev": -8358.503
}

***

The records above yield max |F| values of 4.1 5.8 3.3 eV Å⁻¹, respectively.
The records above yield E_HOMO values of -8.50 -8.73 -8.52 eV, respectively.